(1)
Computed, not measured: a structure of composition C36H37Cl5GeN2OPdSe2Si, with the ωB97M-V functional and the def2-TZVPD basis.

Summary:
ΔE to the lowest compared entry with this formula, charge and spin   0.000 eV
Net charge   -2
Energy   -304142.380 eV
HOMO-LUMO gap   5.2 eV

```
86
Properties=species:S:1:pos:R:3:lowdin_charge:R:1
Pd -0.16 -0.81 -0.41 0.675
Se -1.05 0.62 -2.41 0.780
Se -4.30 -2.16 -1.53 0.342
C -3.98 -1.82 0.30 -0.820
C -4.89 -2.27 1.28 -0.166
C -4.71 -1.94 2.61 -0.123
C -3.59 -1.20 2.98 -0.112
C -2.71 -0.85 1.97 -0.238
N -2.88 -1.15 0.68 -0.003
C 0.18 -0.29 -3.43 -0.658
C 0.80 0.24 -4.58 -0.111
C 1.88 -0.38 -5.15 -0.089
C 2.37 -1.57 -4.59 -0.076
C 1.68 -2.11 -3.53 -0.116
N 0.58 -1.53 -3.02 -0.139
H -5.75 -2.84 0.95 0.067
H -5.42 -2.28 3.35 0.086
H -3.40 -0.92 4.01 0.083
H -1.78 -0.31 2.18 0.063
H 0.43 1.19 -4.95 0.094
H 2.38 0.07 -6.00 0.098
H 3.25 -2.06 -4.96 0.096
H 2.00 -3.02 -3.06 0.087
Cl 3.01 -0.30 -0.71 0.697
C 2.55 -1.42 0.54 -0.671
C 1.21 -1.80 0.67 -0.297
C 0.97 -2.73 1.69 -0.686
Cl -0.64 -3.34 1.91 0.738
C 1.96 -3.23 2.53 -0.718
Cl 1.59 -4.39 3.76 0.628
C 3.28 -2.81 2.37 -0.721
Cl 4.53 -3.42 3.40 0.618
C 3.57 -1.90 1.36 -0.710
Cl 5.22 -1.39 1.15 0.624
C -0.08 -4.83 -3.69 -0.223
Ge -0.04 -4.11 -1.84 0.792
C -1.60 -4.91 -1.00 -0.231
C 1.62 -4.81 -1.03 -0.207
C -0.21 -2.16 -1.92 -0.441
H -0.14 -5.92 -3.64 0.006
H -0.97 -4.46 -4.19 0.021
H 0.79 -4.57 -4.30 -0.004
H -1.81 -5.86 -1.50 0.011
H -2.46 -4.25 -1.10 -0.050
H -1.43 -5.10 0.06 -0.032
H 1.78 -5.83 -1.38 0.012
H 1.53 -4.83 0.06 0.002
H 2.51 -4.22 -1.27 0.010
H -1.26 -2.03 -2.23 -0.010
C 0.09 4.32 3.18 -0.102
C 0.05 2.80 3.00 -0.597
C -1.27 2.30 3.58 -0.101
C 1.18 2.12 3.78 -0.097
Si 0.13 2.26 1.15 0.421
O 0.13 0.68 1.05 -0.414
C -1.34 3.09 0.29 -0.228
C -2.51 2.35 0.08 -0.130
C -3.62 2.91 -0.55 -0.085
C -3.57 4.24 -0.98 -0.113
C -2.42 4.99 -0.78 -0.112
C -1.32 4.41 -0.15 -0.107
C 1.66 3.04 0.32 -0.195
C 1.72 2.94 -1.08 -0.124
C 2.81 3.41 -1.81 -0.103
C 3.87 4.02 -1.15 -0.121
C 3.83 4.15 0.23 -0.111
C 2.74 3.66 0.94 -0.102
H 0.04 4.57 4.25 0.073
H -0.76 4.79 2.68 0.069
H 1.00 4.77 2.78 0.057
H -1.34 2.58 4.64 0.076
H -1.35 1.21 3.53 0.058
H -2.14 2.72 3.06 0.078
H 1.08 2.34 4.86 0.074
H 2.18 2.44 3.47 0.057
H 1.14 1.04 3.65 0.077
H -2.55 1.31 0.37 0.070
H -4.49 2.30 -0.73 0.105
H -4.43 4.67 -1.48 0.087
H -2.38 6.02 -1.12 0.086
H -0.42 5.01 -0.02 0.098
H 0.91 2.45 -1.61 0.043
H 2.82 3.30 -2.88 0.093
H 4.72 4.39 -1.71 0.086
H 4.66 4.62 0.75 0.088
H 2.76 3.77 2.02 0.070
```

***

(2)
Computed, not measured: a structure of composition C16H39AlBeBr4FKN4O9S, with the ωB97M-V functional and the def2-TZVPD basis.

Summary:
Net charge   -2
Energy   -358651.146 eV
HOMO-LUMO gap   3.2 eV

```
77
Properties=species:S:1:pos:R:3:lowdin_charge:R:1
C 0.33 -0.48 -0.07 -0.161
C -0.58 0.59 0.56 -0.255
C -0.32 2.09 0.23 -0.201
C -0.26 2.47 -1.24 -0.315
O -1.45 3.07 -1.76 -0.279
Al -2.76 1.88 -1.95 0.187
C -4.15 2.23 -0.49 -0.224
C -4.56 1.00 0.37 -0.182
C -5.92 0.57 -0.07 -0.486
N -6.06 -0.66 -0.75 0.120
O -6.91 1.26 0.14 -0.153
H 1.36 -0.41 0.23 -0.039
H 0.22 -0.52 -1.15 0.051
H 0.00 -1.44 0.28 0.033
H -0.44 0.48 1.64 0.102
H -1.61 0.30 0.35 0.048
H 0.65 2.32 0.66 0.015
H -1.06 2.66 0.78 0.105
H 0.52 3.23 -1.34 0.107
H 0.04 1.61 -1.84 0.085
H -3.52 2.14 -3.35 -0.212
H -2.21 0.40 -1.97 -0.054
H -5.03 2.69 -0.95 -0.038
H -3.71 2.97 0.16 0.056
H -3.90 0.15 0.20 0.081
H -4.56 1.31 1.41 0.121
H -5.61 -1.36 -0.15 0.083
H -5.48 -0.62 -1.58 0.009
K -4.55 2.44 -4.89 0.728
Be -7.50 2.71 -0.84 0.273
Br 4.08 -1.70 -0.52 0.672
C 4.87 0.06 -0.70 -0.708
C 4.84 0.88 0.57 -0.677
Br 3.04 1.47 0.93 0.825
H 4.32 0.53 -1.51 0.037
H 5.91 -0.09 -1.01 0.044
H 5.45 1.77 0.47 0.054
H 5.16 0.33 1.45 0.031
Br -3.75 -1.73 -3.30 0.645
C -2.90 -3.42 -2.83 -0.648
C -3.88 -4.56 -2.90 -0.692
Br -5.08 -4.58 -1.37 0.597
H -2.47 -3.29 -1.84 0.069
H -2.11 -3.56 -3.55 0.020
H -3.35 -5.51 -2.86 0.059
H -4.50 -4.52 -3.79 0.045
C 5.76 0.59 4.67 -0.065
C 6.80 1.58 4.06 -0.446
O 6.31 2.06 2.92 -0.065
H 5.59 -0.25 4.00 0.066
H 6.15 0.19 5.61 0.066
H 4.81 1.08 4.87 0.075
H 7.76 1.02 4.01 0.099
H 6.99 2.33 4.87 0.100
F 1.47 -2.69 0.82 -0.543
O -8.54 5.29 1.43 -0.106
H -8.20 4.43 1.71 0.002
H -8.48 5.84 2.22 0.023
C 0.87 -2.89 -5.69 -0.056
C -0.12 -3.95 -5.59 -0.282
N -0.90 -4.78 -5.51 0.128
H 0.75 -2.20 -4.86 0.092
H 1.87 -3.32 -5.66 0.086
H 0.74 -2.35 -6.62 0.079
O 2.72 4.79 1.23 -0.290
S 3.81 5.33 2.07 0.215
O 3.65 6.76 2.32 -0.331
O 5.07 5.05 1.35 -0.214
O 3.79 4.57 3.34 -0.224
C 2.92 -4.46 3.23 -0.716
O 3.67 -4.50 4.20 -0.059
N 2.95 -3.48 2.30 0.124
N 1.97 -5.43 3.00 0.120
H 2.32 -3.44 1.49 -0.076
H 3.62 -2.75 2.42 0.068
H 1.91 -6.18 3.66 0.070
H 1.35 -5.42 2.21 0.079
```

***

(3)
Computed, not measured: a cluster of 2 separate species, C10H15NO2 in total, with the ωB97M-V functional and the def2-TZVPD basis.

Summary:
ΔE to the lowest compared entry with this formula, charge and spin   2.347 eV
Energy   -16196.746 eV
HOMO-LUMO gap   9.0 eV

```
28
Properties=species:S:1:pos:R:3:lowdin_charge:R:1
C 1.84 -1.57 -0.19 -0.161
C 2.22 -2.93 -0.79 -0.123
C 2.42 -0.32 -1.04 -0.441
O 1.99 0.37 -1.95 0.022
N 3.68 0.24 -0.57 0.086
H 0.74 -1.57 -0.05 0.084
H 2.34 -1.41 0.77 0.093
H 1.41 -3.37 -1.55 0.119
H 3.83 1.17 -0.90 0.064
H 4.32 -0.21 0.15 0.116
H 2.46 -3.70 -0.01 0.069
H 3.19 -2.90 -1.29 0.056
C 0.30 2.55 1.06 -0.071
C -1.55 -0.78 1.08 0.028
C -2.64 -0.33 0.22 -0.336
C -0.63 0.30 1.33 -0.031
C -0.83 1.65 0.87 -0.294
C -2.92 0.96 -0.06 -0.053
C -1.99 1.93 0.18 -0.055
O -3.49 -1.37 0.16 0.013
H -1.60 -1.72 1.50 0.081
H 0.21 0.15 2.05 0.121
H -3.76 1.05 -0.73 0.116
H -4.08 -1.32 -0.65 0.137
H 1.24 2.24 0.64 0.064
H 0.54 2.77 2.09 0.081
H -2.17 3.00 -0.13 0.138
H 0.15 3.45 0.47 0.079
```

***

(4)
Computed, not measured: a cluster of 2 separate species, CHCl2FS in total, with the ωB97M-V functional and the def2-TZVPD basis.

Summary:
ΔE to the lowest compared entry with this formula, charge and spin   1.938 eV
Energy   -39648.283 eV
HOMO-LUMO gap   9.6 eV

```
6
Properties=species:S:1:pos:R:3:lowdin_charge:R:1
C 0.57 0.97 1.42 -1.475
F -1.07 0.38 2.39 -0.425
S 0.12 1.13 -0.23 0.773
Cl 1.64 -0.33 1.93 0.616
Cl 0.78 2.52 2.25 0.612
H -0.56 0.02 -0.38 -0.101
```

***

(5)
Computed, not measured: a cluster of 2 separate species, C2H2ClNO in total, with the ωB97M-V functional and the def2-TZVPD basis.

Summary:
ΔE to the lowest compared entry with this formula, charge and spin   5.199 eV
Energy   -18160.175 eV
HOMO-LUMO gap (alpha / beta)   7.2 / 7.2 eV

```
7
Properties=species:S:1:pos:R:3:lowdin_charge:R:1
C 3.34 1.29 -2.15 0.178
C 2.91 0.83 -1.01 -0.146
N 2.72 0.23 0.09 -0.051
O 2.10 -0.15 1.06 -0.003
Cl -1.06 -0.32 0.69 0.208
H 3.69 1.92 -2.93 0.023
H 0.21 -0.81 0.65 -0.210
```

***

(6)
Computed, not measured: the molecule C5H9NS, with the ωB97M-V functional and the def2-TZVPD basis.

Summary:
ΔE to the lowest compared entry with this formula, charge and spin   3.053 eV
Energy   -17653.140 eV
HOMO-LUMO gap   9.5 eV

```
16
Properties=species:S:1:pos:R:3:lowdin_charge:R:1
C 1.83 -0.21 -1.05 -0.152
C 1.36 1.04 -0.29 -0.144
C 0.32 -0.57 -1.12 -0.037
C -1.34 1.08 -0.10 -0.272
C -0.05 0.51 -0.51 -0.312
N -2.31 0.09 0.18 -0.540
S -2.25 -0.94 1.47 0.681
H 2.34 -0.04 -2.02 0.113
H 2.32 -0.84 -0.40 0.067
H 1.69 1.07 0.78 0.114
H 1.54 2.10 -0.83 0.147
H -3.63 -0.53 1.87 -0.066
H -0.10 -1.42 -1.61 0.101
H -1.30 1.75 0.76 0.112
H -1.65 1.66 -1.07 0.163
H -2.65 -0.34 -0.61 0.026
```

***

(7)
Computed, not measured: the molecule C21H21ClN2O6S, with the ωB97M-V functional and the def2-TZVPD basis.

Summary:
ΔE to the lowest compared entry with this formula, charge and spin   0.027 eV
Energy   -60739.237 eV
HOMO-LUMO gap   8.8 eV

```
52
Properties=species:S:1:pos:R:3:lowdin_charge:R:1
C -3.92 -2.84 0.81 -0.064
H -4.91 -2.67 1.25 0.098
H -3.95 -3.75 0.20 0.096
H -3.19 -2.96 1.61 0.102
O -3.65 -1.70 0.04 -0.096
C -2.42 -1.56 -0.51 -0.225
C -1.47 -2.57 -0.60 -0.005
C -0.25 -2.33 -1.21 -0.082
C 0.05 -1.08 -1.73 -0.072
C -0.89 -0.06 -1.63 -0.017
C -2.11 -0.29 -1.03 -0.226
N -3.00 0.80 -0.84 -0.218
S -2.92 1.41 0.71 0.702
O -4.07 2.23 0.94 -0.277
O -2.56 0.41 1.68 -0.257
C -1.47 2.45 0.47 -0.243
C -0.23 1.89 0.69 -0.001
C 0.92 2.60 0.37 -0.116
C 0.80 3.89 -0.16 -0.583
C -0.46 4.45 -0.35 -0.076
C -1.60 3.72 -0.05 -0.030
H -2.59 4.13 -0.21 0.121
H -0.53 5.45 -0.74 0.109
Cl 2.18 4.81 -0.55 0.767
C 2.24 1.92 0.53 -0.452
O 3.21 2.11 -0.17 0.085
O 2.20 1.04 1.53 0.021
C 3.36 0.22 1.73 -0.080
C 3.34 -0.94 0.80 -0.099
C 4.09 -1.14 -0.33 -0.251
O 3.73 -2.31 -0.89 0.019
N 2.74 -2.88 -0.15 0.098
C 2.49 -2.08 0.85 -0.302
C 1.44 -2.38 1.86 -0.005
H 0.64 -1.66 1.78 0.081
H 1.86 -2.32 2.86 0.086
H 1.05 -3.38 1.69 0.084
C 5.16 -0.34 -0.98 0.015
H 4.84 0.70 -1.04 0.072
H 5.35 -0.73 -1.97 0.090
H 6.07 -0.39 -0.39 0.094
H 3.29 -0.11 2.77 0.137
H 4.26 0.82 1.57 0.135
H -0.17 0.90 1.10 0.122
C -4.28 0.78 -1.52 -0.057
H -4.12 0.97 -2.59 0.096
H -4.87 1.58 -1.09 0.079
H -4.80 -0.17 -1.39 0.089
H -0.67 0.92 -2.02 0.125
H 1.00 -0.90 -2.20 0.106
H 0.49 -3.12 -1.26 0.095
H -1.67 -3.55 -0.20 0.107
```

***

(8)
Computed, not measured: a cluster of 2 separate species, C7H8N2O in total, with the ωB97M-V functional and the def2-TZVPD basis.

Summary:
ΔE to the lowest compared entry with this formula, charge and spin   4.251 eV
Energy   -12412.148 eV
HOMO-LUMO gap   10.0 eV

```
18
Properties=species:S:1:pos:R:3:lowdin_charge:R:1
N 4.51 0.70 -2.58 0.146
C 3.37 0.89 -2.47 -0.240
C 2.03 1.02 -2.12 -0.005
C 0.97 0.95 -1.52 0.106
C -0.01 0.52 -0.56 -0.401
C -0.93 -0.71 -0.71 -0.084
C -2.00 0.02 0.16 -0.114
C -1.08 1.24 0.22 -0.207
N 0.18 0.90 0.83 0.108
H -1.26 -0.86 -1.74 0.116
H -0.51 -1.64 -0.32 0.107
H -2.92 0.22 -0.40 0.108
H -2.24 -0.43 1.13 0.103
H -1.36 2.29 0.15 0.139
H 0.15 0.08 1.45 0.072
O 0.51 -1.80 2.46 -0.064
H -0.37 -2.04 2.77 0.041
H 0.95 -1.37 3.23 0.069
```

***

(9)
Computed, not measured: a cluster of 3 separate species, C3H15N2O2 in total, with the ωB97M-V functional and the def2-TZVPD basis.

Summary:
ΔE to the lowest compared entry with this formula, charge and spin   0.518 eV
Net charge   +1
Energy   -10423.508 eV
HOMO-LUMO gap   11.3 eV

```
22
Properties=species:S:1:pos:R:3:lowdin_charge:R:1
C -0.31 -0.04 -1.53 -0.125
C 1.19 0.18 -1.70 -0.177
C 2.03 -0.04 -0.47 -0.237
N 1.78 1.05 0.50 -0.017
N -0.81 0.42 -0.16 0.178
H -0.63 -1.07 -1.67 0.132
H -0.91 0.55 -2.21 0.122
H 1.30 1.18 -2.10 0.120
H 1.45 -0.38 -2.60 0.126
H 1.93 -1.00 0.05 0.127
H 3.09 -0.01 -0.76 0.121
H 2.47 1.79 0.47 0.099
H 1.84 0.69 1.45 0.089
H -1.21 1.35 -0.27 0.147
H -1.49 -0.22 0.25 0.151
H 0.02 0.68 0.42 0.100
H 0.99 -3.04 2.82 0.041
H -0.44 -3.44 3.11 0.041
O 0.10 -2.99 2.44 -0.080
H -4.17 1.49 1.44 0.050
H -4.45 1.59 -0.06 0.048
O -3.79 1.28 0.58 -0.056
```

***

(10)
Computed, not measured: a structure of composition C29H26Br2N2O2OsS3SbSe, with the ωB97M-V functional and the def2-TZVPD basis.

Summary:
ΔE to the lowest compared entry with this formula, charge and spin   0.000 eV
Net charge   +1
Energy   -284506.164 eV
HOMO-LUMO gap   6.6 eV

```
67
Properties=species:S:1:pos:R:3:lowdin_charge:R:1
Os 0.65 -0.40 1.32 0.486
O 4.97 -1.86 0.84 0.042
C 5.52 -0.63 0.82 -0.255
C 6.91 -0.57 0.72 -0.009
C 7.57 0.64 0.69 -0.069
C 6.85 1.84 0.76 -0.082
C 5.47 1.79 0.85 -0.027
C 4.79 0.57 0.89 -0.079
C 3.31 0.58 0.99 -0.440
O 2.70 -0.58 1.08 -0.303
N 2.69 1.71 0.95 0.019
N 1.28 1.60 1.03 -0.267
C 0.73 2.76 1.02 -0.903
S 1.71 4.21 0.95 0.978
C 0.31 5.32 0.62 -0.513
C -0.92 4.77 1.32 -0.502
S -1.00 2.99 0.99 0.889
H 4.00 -1.74 0.92 0.033
H 7.46 -1.50 0.67 0.121
H 8.64 0.67 0.62 0.109
H 7.36 2.79 0.74 0.103
H 4.89 2.70 0.90 0.105
H 0.15 5.39 -0.45 0.080
H 0.57 6.30 1.01 0.084
H -1.84 5.21 0.95 0.083
H -0.85 4.92 2.40 0.083
Br 1.12 -0.29 3.79 0.797
C 1.11 -2.23 3.78 -0.791
Br 2.10 -4.06 1.28 0.294
H 0.53 -2.61 4.62 0.029
H 2.14 -2.58 3.79 0.008
S -1.73 -0.15 1.81 0.031
Sb -2.46 -0.79 -0.27 1.339
C -3.93 -2.28 -0.24 -0.360
C -5.06 -2.16 -1.05 -0.111
C -6.05 -3.12 -0.97 -0.064
C -5.91 -4.20 -0.11 -0.058
C -4.78 -4.32 0.69 -0.064
C -3.78 -3.35 0.64 -0.121
C -3.17 0.79 -1.43 -0.375
C -2.61 1.08 -2.67 -0.112
C -3.06 2.18 -3.38 -0.064
C -4.06 2.98 -2.86 -0.061
C -4.63 2.69 -1.63 -0.067
C -4.18 1.60 -0.90 -0.129
C -0.63 -1.40 -1.09 -0.409
C 0.35 -0.40 -1.16 -0.257
C 1.64 -0.75 -1.58 -0.053
C 1.93 -2.06 -1.94 -0.052
C 0.93 -3.02 -1.91 -0.078
C -0.35 -2.71 -1.49 -0.124
H -5.16 -1.32 -1.73 0.100
H -6.93 -3.04 -1.59 0.113
H -6.68 -4.95 -0.05 0.114
H -4.67 -5.15 1.37 0.113
H -2.92 -3.43 1.28 0.085
H -1.82 0.46 -3.08 0.102
H -2.62 2.41 -4.34 0.113
H -4.41 3.84 -3.42 0.112
H -5.41 3.32 -1.23 0.112
H -4.61 1.38 0.07 0.110
H 0.09 0.65 -1.07 0.091
H 2.41 0.01 -1.63 0.128
H 2.94 -2.32 -2.24 0.124
H 1.16 -4.04 -2.21 0.120
H -1.12 -3.47 -1.46 0.111
Se 0.35 -2.67 2.01 0.435
```

***

(11)
Computed, not measured: a structure of composition C35H36IrN6O6S2, with the ωB97M-V functional and the def2-TZVPD basis.

Summary:
ΔE to the lowest compared entry with this formula, charge and spin   1.203 eV
<S²>   0.76
Multiplicity   2
Energy   -82611.565 eV
HOMO-LUMO gap (alpha / beta)   5.1 / 4.7 eV

```
86
Properties=species:S:1:pos:R:3:lowdin_charge:R:1
Ir 0.20 0.61 -0.55 1.347
O -0.03 1.25 4.12 0.074
C 1.30 1.11 4.30 -0.271
C 1.76 1.19 5.62 -0.008
C 3.10 1.09 5.90 -0.075
C 4.03 0.90 4.87 -0.087
C 3.58 0.82 3.57 -0.047
C 2.22 0.93 3.26 -0.102
C 1.77 0.85 1.84 -0.442
O 0.51 0.95 1.62 -0.184
N 2.73 0.74 0.92 0.106
N 2.14 0.67 -0.32 -0.206
C 2.84 0.72 -1.40 -0.049
C 2.04 0.82 -2.65 -0.236
C 2.60 0.94 -3.90 0.002
C 1.76 1.16 -4.99 -0.034
C 0.40 1.25 -4.79 -0.033
C -0.11 1.09 -3.51 -0.098
N 0.70 0.87 -2.47 -0.094
H -0.22 1.09 3.17 0.080
H 1.03 1.32 6.41 0.121
H 3.44 1.14 6.92 0.106
H 5.09 0.82 5.09 0.100
H 4.27 0.66 2.76 0.108
H 3.92 0.80 -1.37 0.133
H 3.67 0.89 -4.02 0.123
H 2.18 1.26 -5.98 0.117
H -0.28 1.43 -5.61 0.119
H -1.16 1.13 -3.28 0.117
S 0.14 3.37 -0.60 0.675
C 1.37 3.81 0.45 -1.101
N 1.28 3.88 1.76 -0.021
C 2.43 4.39 2.51 -0.185
C 3.64 4.17 1.60 -0.399
S 2.98 4.23 -0.09 0.959
H 0.41 3.61 2.20 0.151
H 2.53 3.85 3.44 0.120
H 2.29 5.45 2.73 0.126
H 4.09 3.20 1.76 0.064
H 4.38 4.96 1.73 0.081
O -2.21 0.04 1.14 0.051
C -2.60 0.49 0.08 -0.576
O -1.81 0.84 -0.91 -0.287
C -4.06 0.68 -0.22 -0.108
C -4.99 0.07 0.61 0.006
C -6.35 0.19 0.37 -0.046
C -6.79 0.94 -0.71 0.000
C -5.84 1.54 -1.52 -0.130
C -4.49 1.43 -1.31 0.063
N -6.31 2.34 -2.68 -0.352
O -5.46 2.81 -3.41 0.073
O -7.51 2.47 -2.83 0.073
H -4.62 -0.50 1.46 0.123
H -7.06 -0.29 1.01 0.109
H -7.84 1.06 -0.94 0.118
H -3.78 1.91 -1.97 0.125
C -2.16 -1.59 -2.80 -0.062
C -1.12 -2.66 -3.06 -0.376
C 0.06 -2.15 -3.89 -0.055
C -0.62 -3.37 -1.82 -0.157
C -0.66 -4.76 -1.90 -0.070
C -0.18 -5.58 -0.89 -0.108
C 0.32 -4.98 0.25 -0.068
C 0.39 -3.61 0.42 -0.148
C 1.00 -3.17 1.73 -0.385
C 0.16 -2.19 2.52 -0.056
C 2.44 -2.69 1.51 -0.055
C -0.05 -2.74 -0.66 -0.235
N 0.23 -1.42 -0.64 0.036
H -2.56 -1.22 -3.75 0.084
H -1.76 -0.74 -2.26 0.015
H -2.99 -1.99 -2.21 0.093
H -1.61 -3.44 -3.65 0.119
H 0.70 -1.49 -3.31 0.052
H -0.29 -1.61 -4.78 0.071
H 0.68 -2.99 -4.23 0.085
H -1.08 -5.20 -2.79 0.106
H -0.21 -6.65 -0.99 0.091
H 0.68 -5.60 1.06 0.106
H 1.05 -4.08 2.33 0.119
H -0.02 -1.27 2.01 0.030
H 0.66 -1.97 3.47 0.082
H -0.81 -2.62 2.76 0.092
H 2.49 -1.87 0.80 0.047
H 3.06 -3.50 1.13 0.080
H 2.88 -2.34 2.45 0.072
```

***

What is the energy in the first record? -304142.380 eV